The following is a DFT calculation (wB97M-V/def2-TZVPD) of the molecule C20H25N3O5.

The geometry in XYZ format:
```
53
C20H25N3O5 | the Open Molecules 2025 dataset | wB97M-V/def2-TZVPD
C 6.54665 4.79031 2.93891
C 5.55960 3.87700 3.64104
O 4.94771 3.03876 2.66248
C 3.99469 2.20924 3.10782
O 3.65587 2.15700 4.26730
C 3.41220 1.37948 2.03072
C 2.40751 0.47100 2.36327
C 1.83573 -0.31845 1.39148
C 2.25772 -0.21602 0.06347
N 1.63288 -1.04507 -0.86668
C 1.78444 -1.07337 -2.21461
O 2.55831 -0.40648 -2.85828
C 0.84925 -2.10241 -2.88000
N -0.55254 -1.80252 -2.68508
C -1.37714 -1.37904 -3.75539
O -1.01170 -1.22032 -4.88569
N -2.61194 -1.23171 -3.23305
C -2.68756 -1.51880 -1.81925
C -3.00469 -0.24829 -1.00388
C -3.50705 -0.63101 0.38222
C -4.87405 -1.33300 0.30709
C -6.01935 -0.33809 0.48036
C -5.02027 -2.08298 -1.02574
C -3.68123 -2.64599 -1.48603
C -1.25761 -1.95588 -1.53806
O -0.81713 -2.35415 -0.47899
C 3.26279 0.68970 -0.27243
C 3.83192 1.47891 0.70642
H 7.02890 5.43610 3.66694
H 7.30385 4.20077 2.42898
H 6.03154 5.40389 2.20463
H 6.05926 3.24563 4.38498
H 4.77893 4.44980 4.15492
H 2.09150 0.40377 3.39310
H 1.05508 -1.02117 1.64586
H 0.92755 -1.66574 -0.46896
H 1.02863 -2.08202 -3.95808
H 1.06662 -3.09736 -2.47816
H -3.39272 -0.91555 -3.78131
H -2.10883 0.37174 -0.92979
H -3.76377 0.32866 -1.53470
H -2.76822 -1.28690 0.84401
H -3.58681 0.26290 1.00146
H -4.92916 -2.05985 1.12320
H -6.97811 -0.84049 0.37414
H -5.98187 0.12104 1.46517
H -5.96130 0.45016 -0.26728
H -5.73705 -2.89717 -0.91267
H -5.41274 -1.40888 -1.78983
H -3.25498 -3.25937 -0.68987
H -3.80821 -3.27653 -2.36795
H 3.58754 0.76856 -1.29643
H 4.60934 2.18021 0.44821
```

For the molar mass, the calculation gives 387.4 g/mol. For the total energy, the calculation gives -1317.7107 Ha. The calculation puts the energy above the lowest of the compared OMol25 structures with the same formula, charge and spin at 0.00 kcal per mole. As for the SMILES: CCOC(=O)c1ccc(NC(=O)CN2C(=O)N[C@]3(CC[C@@H](C)CC3)C2=O)cc1. The gap between HOMO and LUMO comes out at 9.1804 eV. Its LUMO energy is 0.54 eV.

---

The following is a DFT calculation (wB97M-V/def2-TZVPD) of a cluster of 2 separate species, C20H35N4O4 in total.

The geometry in XYZ format:
```
63
C20H35N4O4 | the Open Molecules 2025 dataset | wB97M-V/def2-TZVPD
C 6.14997 2.00735 0.05471
C 4.74934 1.63018 0.81876
C 4.39259 0.04759 0.41092
O 3.24274 0.12442 -0.50109
C 2.72435 -1.19950 -0.87338
C 2.45762 -2.34395 0.26795
N 1.76341 -3.59812 -0.24049
C 3.67304 -1.60974 -2.15330
N 2.76575 -2.25840 -3.17724
C 1.51490 -1.35977 -3.09364
N 0.76914 -0.93550 -4.17453
N 1.36707 -1.13318 -1.60516
C 0.60192 0.10562 -1.19318
O -0.85034 0.06001 -1.56452
C -1.51968 0.09060 -0.22150
C -1.97454 -1.36215 0.38690
C -2.66563 -1.38424 1.88147
C -3.07301 -2.86165 2.49805
C -2.86744 0.05174 2.65110
C -2.40203 1.52893 2.02397
C -1.70053 1.55149 0.54304
C -1.12658 2.87430 -0.24315
C 0.36807 3.22582 0.39249
C -2.08033 4.20799 -0.12533
H 6.90610 1.12003 0.28017
H 6.59416 2.98230 0.52702
H 5.92643 2.14328 -1.08999
H 4.95231 1.64411 1.98217
H 3.85729 2.36523 0.60539
H 4.18951 -0.49223 1.42908
H 5.30309 -0.40380 -0.19470
H 3.53434 -2.69831 0.64247
H 1.92841 -1.92218 1.25024
H 1.54808 -4.15012 0.64290
H 2.53959 -4.16304 -0.69893
H 3.86503 -0.53867 -2.64479
H 4.62960 -2.18369 -1.78665
H 2.53227 -3.17631 -2.73274
H 0.88077 0.01947 -4.63164
H 0.06044 -1.56434 -4.66123
H 0.68293 0.18791 -0.00520
H 1.08529 1.09984 -1.63120
H -1.78552 -2.33610 -0.27674
H -2.61353 -3.03263 3.58502
H -4.24081 -3.00861 2.46699
H -2.57512 -3.71277 1.82599
H -3.35345 0.05589 3.73819
H -2.53674 2.54079 2.62641
H -0.92988 2.67910 -1.40128
H 0.67568 2.35862 1.15251
H 0.35201 4.21691 1.01470
H 1.20142 3.22998 -0.43392
H -2.67977 4.28658 0.87941
H -1.34148 5.14464 -0.16530
H -2.74180 4.28905 -1.09261
O -7.74016 0.92760 0.37778
C -7.59677 -0.31385 0.86184
C -6.08516 -0.79698 0.64587
O -5.94727 -2.04645 1.11028
H -8.22832 -1.10223 0.41605
H -7.80215 -0.45908 1.93717
H -5.45691 -0.01701 1.11125
H -5.86974 -0.63275 -0.42481
```

For the molar mass, the calculation gives 395.5 g/mol. For the total energy, the calculation gives -1302.2736 Ha. The gap between HOMO and LUMO comes out at 1.5659 eV. Its LUMO energy is 0.13 eV. The total charge is -1.

---

The following is a DFT calculation (wB97M-V/def2-TZVPD) of a structure of composition C6H8.

The geometry in XYZ format:
```
14
C6H8 | the Open Molecules 2025 dataset | wB97M-V/def2-TZVPD
C 0.41663 -0.59869 0.81295
C 1.17442 -1.57976 1.16680
C -0.06513 0.81388 0.94845
C -0.07914 0.54606 -1.60153
C -0.71943 -0.51144 -0.86952
C -0.86462 0.90039 -0.34618
H 1.24436 -2.42908 0.52634
H 1.81256 -1.56071 2.02497
H -0.87015 0.95777 1.70294
H 0.65914 1.53548 1.06497
H 0.94319 0.79852 -1.62311
H -0.45075 0.91630 -2.57624
H -1.55698 -1.27583 -1.02711
H -1.64410 1.48711 -0.20372
```

For the molar mass, the calculation gives 80.1 g/mol. For the total energy, the calculation gives -233.2338 Ha. The calculation puts the energy above the lowest of the compared OMol25 structures with the same formula, charge and spin at 96.15 kcal per mole. The gap between HOMO and LUMO comes out at 9.7441 eV. Its LUMO energy is 1.19 eV.

---

The following is a DFT calculation (wB97M-V/def2-TZVPD) of a structure of composition C25H28CaF5O2.

The geometry in XYZ format:
```
61
C25H28CaF5O2 | the Open Molecules 2025 dataset | wB97M-V/def2-TZVPD
O 0.28962 -0.30442 -5.89384
C 0.35581 0.92971 -6.67176
C 0.36943 0.29526 -8.06050
H 1.24274 1.51941 -6.41469
H -0.53181 1.54831 -6.48962
C 0.39647 -1.00609 -7.21622
H 1.24870 0.46996 -8.67547
H -0.59088 0.48150 -8.56675
C 1.65733 -1.85476 -7.30258
H 2.55963 -1.25494 -7.13641
H 1.71771 -2.29562 -8.31239
H 1.59626 -2.69008 -6.57615
C -0.83386 -1.81701 -7.58052
H -1.71461 -1.17637 -7.63643
H -1.01271 -2.63285 -6.87452
H -0.68083 -2.25230 -8.57586
Ca -0.12587 -0.13894 -1.17736
C -2.32551 -0.67686 1.00063
C -2.16162 0.73165 0.90453
C -2.36691 1.10086 -0.45383
H -2.02145 1.42306 1.73651
C -2.72959 -0.07621 -1.18136
C -2.62202 -1.18382 -0.29088
H -2.81995 -2.22252 -0.54490
H -2.30794 -1.26610 1.91610
H -2.31870 2.11732 -0.85823
H -3.13403 -0.10867 -2.19621
C 1.26434 -2.16663 0.59428
C 0.36629 -2.89628 -0.24522
C 0.68006 -2.59535 -1.60162
H -0.41160 -3.60187 0.05834
C 1.83665 -1.75258 -1.60413
C 2.18476 -1.48002 -0.25267
H 3.05040 -0.89769 0.07797
H 1.28941 -2.12453 1.68805
H 0.16614 -2.95658 -2.49910
H 2.37109 -1.39808 -2.49034
O 2.14722 3.10090 -4.68659
C 1.70356 2.07860 -3.72337
C 0.17517 2.18983 -3.55428
H 2.20580 2.15200 -2.73681
H 1.98397 1.09715 -4.14562
C -0.08910 3.68502 -3.92585
H -0.15758 1.96334 -2.52113
H -0.28847 1.48948 -4.26872
C 1.11414 4.11538 -4.81025
H -0.20718 4.25793 -2.98586
H -1.02735 3.75378 -4.48582
H 1.57400 5.08942 -4.51348
H 0.75057 4.13814 -5.88023
F -0.08245 -0.25524 3.34240
C 0.61755 0.74007 2.71937
C 0.60970 0.89379 1.35840
C 1.40567 1.83521 0.78686
F 1.46606 1.91889 -0.61637
C 2.22625 2.69396 1.54605
F 3.00916 3.61938 0.95118
C 2.21005 2.58729 2.93442
F 2.94387 3.43076 3.70198
C 1.39623 1.61061 3.51906
F 1.34342 1.52146 4.85858
```

For the molar mass, the calculation gives 495.6 g/mol. For the total energy, the calculation gives -2296.7827 Ha. The calculation puts the energy above the lowest of the compared OMol25 structures with the same formula, charge and spin at 0.00 kcal per mole. The gap between HOMO and LUMO comes out at 6.0722 eV. Its LUMO energy is 2.14 eV. The total charge is -1.

---

The following is a DFT calculation (wB97M-V/def2-TZVPD) of a structure of composition C36H44ClF5N5O4PbSbSi3.

The geometry in XYZ format:
```
100
C36H44ClF5N5O4PbSbSi3 | the Open Molecules 2025 dataset | wB97M-V/def2-TZVPD
Pb -2.72913 -0.01590 0.17225
C 0.62950 -0.38564 4.15892
Sb 0.04629 -1.00285 2.18573
C -1.22936 0.76177 1.71131
C -0.65376 1.99966 1.11095
C 0.25902 2.77383 1.83290
C 0.64487 3.99904 1.33104
C 0.13912 4.42090 0.10821
C -0.72110 3.57455 -0.56064
N -1.11164 2.39137 -0.07874
Si -2.36749 1.32683 3.18362
C -3.62785 2.50987 2.46847
C -1.46777 2.35983 4.47065
C -3.07806 -0.17222 4.04983
C 2.07232 -0.77482 1.28405
C 2.61514 0.62954 1.23175
C 3.27781 1.27638 2.28021
C 3.85619 2.51567 2.06141
C 3.74807 3.10879 0.81349
C 3.03086 2.42935 -0.15731
N 2.48821 1.23498 0.04289
Si 1.86284 -1.33965 -0.55673
C 1.42645 -3.17211 -0.61104
C 0.45111 -0.40696 -1.37071
C 3.38306 -1.19291 -1.65233
Si 3.16728 -2.02369 2.25263
C 2.20191 -3.57599 2.70089
C 4.65443 -2.51325 1.22450
C 3.92114 -1.45547 3.89337
H -0.24949 -0.21862 4.77367
H 1.24067 0.51665 4.13243
H 1.20518 -1.19495 4.60173
H 0.64013 2.41979 2.78025
H 1.33525 4.61963 1.88712
H 0.40709 5.37408 -0.32428
H -1.14089 3.87184 -1.51158
H -3.11092 3.38293 2.06095
H -4.26730 2.86053 3.28362
H -4.28740 2.11592 1.69748
H -1.25343 3.36069 4.09594
H -0.55170 1.93407 4.86953
H -2.16846 2.46730 5.30434
H -3.63996 -0.83849 3.40000
H -3.77296 0.18103 4.81653
H -2.30800 -0.75548 4.55818
H 3.36916 0.81032 3.24754
H 4.39345 3.00796 2.86271
H 4.19519 4.06963 0.59891
H 2.88724 2.85812 -1.14514
H 0.58993 -3.44881 0.03050
H 2.27477 -3.81424 -0.36853
H 1.12756 -3.40077 -1.63907
H -0.02912 0.26748 -0.66106
H -0.28752 -1.06963 -1.81471
H 0.85175 0.25792 -2.14042
H 4.20299 -1.83831 -1.34627
H 3.75175 -0.17340 -1.73672
H 3.07953 -1.52001 -2.65306
H 1.69870 -4.05386 1.86343
H 1.46029 -3.40723 3.48518
H 2.92542 -4.28917 3.10669
H 4.39950 -3.14433 0.37489
H 5.34229 -3.07597 1.86154
H 5.18908 -1.63636 0.85332
H 3.30954 -0.81790 4.52760
H 4.87163 -0.94619 3.71948
H 4.13965 -2.35825 4.47028
O -1.97314 4.48691 -3.63845
C -1.08915 3.59737 -4.06446
O -0.07224 3.92229 -4.62241
C -1.42173 2.15882 -3.85485
C -0.82917 1.12232 -4.54980
Cl 0.29966 1.13687 -5.81324
N -1.36297 -0.03531 -4.10318
N -2.26384 0.17849 -3.12894
C -2.31415 1.49039 -2.98023
C -3.30868 2.07044 -2.03708
O -3.68421 3.22383 -2.19709
O -3.79545 1.31354 -1.10155
C -1.14269 -1.34459 -4.63829
C 0.10755 -1.93192 -4.53593
C 0.30391 -3.19389 -5.07500
C -0.74306 -3.85225 -5.70474
C -1.98913 -3.24920 -5.80304
C -2.19309 -1.98567 -5.27194
H -2.76498 4.05121 -3.21059
H 0.91417 -1.40256 -4.04750
H 1.27636 -3.66265 -5.00139
H -0.58695 -4.83843 -6.12144
H -2.80468 -3.76229 -6.29450
H -3.15695 -1.49836 -5.33152
F -1.56467 -2.71781 -0.85931
C -2.75151 -2.22250 -0.44649
F -3.03089 -2.79743 0.75314
C -3.83983 -2.67319 -1.44881
F -3.36751 -2.64071 -2.69301
F -4.90634 -1.88232 -1.37186
F -4.22696 -3.92446 -1.18784
N -5.72042 -0.47783 1.69992
C -4.70732 -0.31388 1.17686
```

For the molar mass, the calculation gives 1154.4 g/mol. For the total energy, the calculation gives -4234.1307 Ha. The calculation puts the energy above the lowest of the compared OMol25 structures with the same formula, charge and spin at 0.00 kcal per mole. The gap between HOMO and LUMO comes out at 7.6991 eV. Its LUMO energy is -1.13 eV.